Entry from OMol25: C34H32BaN11PS2 as an isolated structure (ωB97M-V with the def2-TZVPD basis set).

Values from the calculation:
Relative energy (zero: lowest compared OMol25 entry of this formula, charge and spin) = 79.2 kcal/mol
HOMO = -5.8 eV
Kohn-Sham gap = 5.69 eV
E_tot = -83820.260 eV
LUMO level = -0.2 eV

```
81
C34H32BaN11PS2 (ωB97M-V with the def2-TZVPD basis set)
Ba -2.09742 0.35818 -0.59042
C 1.90864 -2.71208 -3.44244
N 0.66421 -2.64069 -2.70032
C -0.50032 -3.26540 -3.06126
C -1.41839 -2.90990 -2.12096
N -0.83338 -2.08831 -1.19273
C 0.44019 -1.92375 -1.55514
P 1.78548 -1.01730 -0.68236
C 1.15285 -2.97452 1.84507
N 0.34586 -2.27607 2.70282
C 0.70650 -2.40467 4.04061
C 1.83265 -3.13454 4.02703
N 2.07819 -3.46026 2.69675
C 3.22789 -4.22102 2.24119
C 1.49708 0.63938 -1.38080
N 0.34371 1.29299 -1.52525
C 0.65001 2.56910 -1.93269
C 1.99746 2.71698 -2.01118
N 2.52824 1.49053 -1.66625
C 3.93424 1.15502 -1.64546
H 1.81096 -3.48446 -4.20309
H 2.72919 -2.94832 -2.77023
H 2.12560 -1.75702 -3.92024
H -0.57148 -3.88680 -3.93728
H -2.45654 -3.19636 -2.05690
H 0.14760 -1.96366 4.84343
H 2.47190 -3.44782 4.83338
H 3.60549 -4.83390 3.05772
H 4.01300 -3.54938 1.89558
H 2.92218 -4.85880 1.41649
H -0.11648 3.29797 -2.14550
H 2.61956 3.55444 -2.27496
H 4.49965 1.99929 -2.03526
H 4.11742 0.27210 -2.25730
H 4.27490 0.93847 -0.63250
N -1.65771 -3.65867 1.73152
C -1.89008 -2.34687 1.87672
S -3.40805 -1.69061 1.67216
N -0.79025 -1.60525 2.28923
N -0.84848 -0.25795 2.10589
C 0.00537 0.59794 2.51061
C 1.23236 0.39783 3.34362
C 1.15045 0.61416 4.71760
C 2.27686 0.48349 5.51462
C 3.49236 0.13572 4.94062
C 3.57520 -0.07227 3.57077
C 2.45150 0.06769 2.76787
C -0.33294 2.03151 2.18563
C 0.32000 3.08062 2.82325
C -0.06442 4.38345 2.54188
C -1.07991 4.60928 1.63276
C -1.65811 3.50767 1.01856
N -1.28896 2.25926 1.27822
H -2.44296 -4.17130 1.36675
H -0.72725 -3.93493 1.42936
H 0.19814 0.88468 5.16110
H 2.20562 0.65349 6.58123
H 4.37394 0.03117 5.56020
H 4.52181 -0.34366 3.12004
H 2.49419 -0.12410 1.70098
H 1.11624 2.88747 3.52554
H 0.43135 5.21067 3.03300
H -1.41307 5.60724 1.38573
H -2.43819 3.62490 0.27071
S -5.60086 3.01308 -3.51181
C -6.04072 3.42712 -1.91706
C -5.23070 2.82201 -1.00003
C -4.19564 1.97991 -1.53414
C -4.29870 2.00518 -2.90641
C -3.43372 1.30650 -3.86245
C -3.66236 1.31495 -5.24522
C -2.78769 0.66030 -6.08660
C -1.68683 0.00134 -5.55273
C -1.53102 0.03075 -4.18020
N -2.37304 0.65231 -3.35692
H -6.87368 4.09151 -1.74160
H -5.38831 2.97526 0.06293
H -4.52275 1.83402 -5.64519
H -2.95967 0.66512 -7.15588
H -0.97243 -0.51636 -6.17741
H -0.68361 -0.45508 -3.70502
```

Atom-resolved charges from Mulliken, all expressed in e: 1.84, -0.95, 0.45, -0.26, -1.03, -0.07, -0.23, -0.25, -0.66, 0.58, -0.58, -0.73, 0.37, -0.91, -0.66, 0.98, -0.97, -0.73, 0.29, -0.86, 0.34, 0.36, 0.29, 0.45, 0.52, 0.66, 0.46, 0.35, 0.30, 0.33, 0.47, 0.45, 0.31, 0.31, 0.24, -0.32, 0.14, -0.25, -0.01, -0.33, 0.26, 0.33, -0.19, -0.81, -0.58, -0.82, 0.19, -0.23, -0.38, -0.80, -0.73, -0.28, 0.18, 0.30, 0.24, 0.52, 0.45, 0.39, 0.47, 0.17, 0.38, 0.44, 0.43, 0.36, -0.31, -0.41, -0.53, -1.19, 1.13, 0.05, -0.77, -0.44, -1.03, -0.55, 0.40, 0.44, 0.41, 0.33, 0.40, 0.45, 0.63